Record 1
17
Properties=species:S:1:pos:R:3:forces:R:3 method="wB97M-V/def2-TZVPD" multiplicity=1 gap_ha=0.38191 smiles=C#CC1(CC)CC1
H -2.371669 -0.028428 1.961965 0.1 -0.1 0.0
C 1.334912 0.033512 0.561195 0.3 0.0 0.3
C 0.241163 0.075154 -0.390436 0.0 0.0 0.1
H -1.883541 -0.251266 -0.460706 0.1 0.1 0.1
H -1.121001 -1.269885 1.749982 0.0 0.1 0.0
H 1.384598 -1.296821 -1.731195 -0.2 0.1 0.0
C 0.452821 -0.743360 -1.652114 0.0 -0.2 0.0
C 2.243728 -0.028867 1.350512 -0.3 0.0 -0.3
H 1.480923 1.229018 -1.851001 -0.1 -0.1 0.0
C 0.517956 0.748491 -1.714625 0.1 0.2 -0.1
H -0.326001 1.273896 -2.155626 0.1 -0.1 0.1
H -0.673987 0.347059 2.299549 -0.1 -0.1 -0.1
H -1.416953 1.330355 0.143707 0.1 -0.1 0.0
H -0.411678 -1.238208 -2.086685 0.1 0.1 0.1
H 3.049461 -0.086964 2.048093 -0.1 0.0 -0.1
C -1.342684 -0.205260 1.632798 0.0 0.0 0.0
C -1.165950 0.263213 0.191330 -0.1 0.1 -0.1



Record 2
17
Properties=species:S:1:pos:R:3:forces:R:3 method="wB97M-V/def2-TZVPD" multiplicity=1 gap_ha=0.38856 smiles=C#CC1(CC)CC1
H 0.440456 -0.974412 1.780050 -0.1 0.1 -0.2
C 0.485617 0.221150 -0.035307 0.0 -0.3 -0.1
H 1.386300 1.466500 1.588674 0.1 -0.3 -0.1
C -0.351280 1.430549 0.276415 0.5 0.6 0.1
H 1.937795 1.909351 -0.079973 -0.6 0.1 0.0
C 1.161857 1.437913 0.526950 -0.1 0.2 0.1
H -0.884241 1.940677 -0.525338 0.5 0.0 0.1
H -1.758893 -0.298839 0.235877 -0.3 -0.7 0.1
H 0.926355 -0.479861 -3.664166 0.0 0.1 0.1
C 0.818653 -0.250424 -2.628010 0.0 0.1 0.4
C 0.687562 0.000972 -1.457389 0.1 -0.2 -0.4
C 0.154149 -1.064727 0.724563 0.0 0.2 0.0
C -1.357440 -1.278516 0.544487 -0.3 0.1 -0.1
H -0.925436 1.387170 1.204208 0.2 -0.1 -0.3
H 0.744317 -1.884975 0.300793 -0.1 0.1 0.2
H -1.881956 -1.569335 1.460901 0.2 -0.2 -0.2
H -1.583815 -1.993194 -0.252736 0.0 0.1 0.2



Record 3
17
Properties=species:S:1:pos:R:3:forces:R:3 method="wB97M-V/def2-TZVPD" multiplicity=1 gap_ha=0.25854
C -0.034066 -0.730818 -0.829230 0.0 -0.1 -0.1
H 2.796467 -1.073030 2.893675 -0.2 0.0 -0.2
C 1.878424 -0.742168 2.414228 -0.1 0.0 -0.4
H -0.423291 0.983353 -2.087743 0.0 -0.1 0.1
H 1.163765 0.985003 -1.358052 -0.1 0.0 0.0
H -1.336215 -2.183916 0.099265 0.0 0.1 0.0
H -2.206693 -0.846980 -0.666583 0.1 0.0 0.0
C 0.107176 0.786138 -1.148683 0.1 0.2 -0.1
H -0.024687 -1.251932 -1.792764 0.1 0.0 0.1
C -0.384721 1.751161 -0.075498 -0.1 0.0 0.1
H 0.080980 1.567823 0.897407 0.0 0.0 -0.1
C 1.153530 -1.102462 -0.035122 0.0 0.2 0.3
H -1.468291 1.688744 0.058037 0.1 0.0 0.0
H -0.152460 2.783851 -0.357051 0.0 -0.2 0.0
H -1.367085 -0.613604 0.891624 0.0 0.0 -0.1
C 1.534927 -0.894588 1.179095 0.1 -0.1 0.1
C -1.317759 -1.106577 -0.082600 -0.1 0.0 0.1



Record 4
17
Properties=species:S:1:pos:R:3:forces:R:3 method="wB97M-V/def2-TZVPD" multiplicity=1 gap_ha=0.31983 smiles="C=C/C=C/C(=C)C"
H -2.138512 1.664445 -0.331580 0.2 -0.1 -0.2
H 2.886638 -0.967210 0.242731 -0.1 0.0 0.4
C -2.058598 0.943483 0.473004 1.0 0.1 0.5
C -1.021104 -0.120381 0.314106 -1.4 1.9 0.3
H -2.889319 2.347066 1.768501 -0.7 -0.3 -0.1
H 1.207412 -0.977608 -3.023263 -0.7 1.3 0.0
H -0.884590 -0.687567 1.234013 0.1 -0.7 -0.7
H -2.643202 0.661010 2.509849 0.3 0.2 -0.2
C -2.601097 1.309275 1.631702 0.1 -0.1 0.4
H 1.572321 -1.979545 0.835139 -0.2 0.0 -0.3
H 1.480823 -0.255358 1.161833 0.4 0.0 0.1
C -0.162311 0.073951 -0.684778 1.0 -1.8 -0.4
H 2.782278 -0.647514 -2.266623 0.0 -0.7 0.6
C 1.804880 -0.992856 0.428835 0.9 0.5 -0.7
C 1.700597 -0.662722 -2.107464 1.1 -1.3 -0.1
C 1.131916 -0.684505 -0.892146 -1.0 1.5 0.8
H -0.168125 0.976040 -1.293866 -0.8 -0.4 -0.2



Record 5
17
Properties=species:S:1:pos:R:3:forces:R:3 method="wB97M-V/def2-TZVPD" multiplicity=1 gap_ha=0.31395 smiles="C=CC(C=C)=CC"
C 0.148717 1.114783 -1.060821 0.8 -0.7 0.2
C 2.386425 -0.591560 0.448442 -2.2 1.0 -0.9
H 2.842247 0.291370 0.854138 0.9 0.4 0.0
C -0.068312 -0.002391 -0.051348 -1.1 0.3 1.3
C -0.501169 2.304412 -0.951769 2.5 -0.9 0.6
C -1.481585 -0.565669 0.054242 0.0 0.3 -2.5
H -2.740466 -2.223657 0.400076 -0.2 0.1 0.2
H -1.137481 -2.179744 1.343625 -0.1 -0.2 0.0
H -0.212456 3.191078 -1.506436 -0.1 -0.4 -0.5
H -0.749225 2.560720 0.064708 -1.5 -0.2 0.1
H 0.553243 -0.662073 1.823805 -0.1 -1.1 0.1
H 2.478989 -0.614436 -0.694087 0.1 -0.1 1.8
H 2.776411 -1.472444 0.933370 0.3 -0.3 -0.1
H -2.135598 -0.256799 -0.839557 0.7 0.0 1.7
H 1.033094 0.890826 -1.706148 -1.2 0.6 -0.3
C -1.813232 -1.724047 0.629934 0.3 0.6 0.3
C 0.877696 -0.456335 0.819071 0.8 0.6 -2.0



Record 6
21
Properties=species:S:1:pos:R:3:forces:R:3 method="wB97M-V/def2-TZVPD" multiplicity=1 gap_ha=0.35582 smiles=OB(O)[C@H]1[C@H]2C[C@@H]3[C@H]([C@@H]2Cl)[C@@H]31
O 0.236295 1.596818 -2.207119 -0.5 -0.5 -0.4
C -1.441031 -0.581097 0.412266 0.0 0.2 -0.4
C -0.782946 -1.876531 0.251945 0.9 -0.7 -1.4
H -0.996055 0.095526 2.411384 0.2 0.0 0.4
H 1.654624 -0.424863 -1.004608 -0.1 -1.0 0.0
B 0.882679 1.406816 -1.016160 -0.2 0.7 -0.1
O 1.669000 2.436175 -0.508419 -0.5 -2.4 1.5
C -0.658135 0.219063 1.399172 1.1 1.2 -1.1
H -0.087650 2.457324 -2.441954 0.1 0.6 -0.2
H -1.317992 -2.795311 -0.049935 0.5 0.5 0.8
C 0.471742 -1.753639 1.165319 -0.6 -2.7 -2.2
C -0.593418 -0.799657 -0.841591 1.0 0.8 1.8
H 1.227101 -2.470679 0.842112 0.3 0.3 0.0
H -2.489320 -0.547494 0.386889 -1.2 0.3 -0.2
H 1.634025 -0.011126 1.588346 -0.2 0.4 -0.4
Cl 0.001994 -2.244521 2.771757 0.1 -0.4 1.3
H -0.655151 1.252786 1.086194 -0.4 0.7 0.4
H 1.705135 3.134932 -1.117736 0.2 1.6 -1.2
C 0.738263 -0.076447 -0.506622 0.6 0.7 -0.2
C 0.776983 -0.312336 0.976690 -1.0 0.3 2.1
H -0.984023 -0.694776 -1.829595 -0.3 -0.6 -0.3



Record 7
19
Properties=species:S:1:pos:R:3:forces:R:3 method="wB97M-V/def2-TZVPD" multiplicity=1 gap_ha="0.25348 / 0.29221"
H 0.995018 0.037841 -2.108809 0.3 -0.9 -0.5
B -0.943650 -0.911664 -0.074014 -0.3 -0.3 1.4
H -0.428717 2.018042 0.599424 -1.8 0.4 0.3
C -1.263269 -1.841277 -1.223930 0.4 0.6 -2.4
C -0.349395 0.031978 2.829857 2.0 -1.3 -1.3
C -0.096173 0.036351 -2.008976 1.2 0.1 0.8
H -0.939667 0.885526 2.839042 -1.5 0.9 0.0
H 1.693389 -0.499230 2.555909 0.6 -0.8 0.5
C 1.241402 0.950827 1.191609 2.2 0.9 -2.2
H 2.299638 1.143358 0.804866 -1.2 -0.9 1.2
C 0.887924 0.092303 2.205824 0.4 1.9 -0.8
H -0.276547 0.889878 -2.658524 -1.1 0.5 0.4
C 0.288345 1.412808 0.123619 0.3 -1.1 -1.6
C -0.794661 -1.239012 -2.348837 1.4 0.2 -0.7
H -0.633564 -1.563401 -3.428326 -0.8 -0.1 1.6
H 0.617435 2.046259 -0.787397 0.4 -0.9 1.9
N -0.244428 0.147310 -0.547373 -0.4 2.9 -0.2
H -1.645186 -2.796719 -1.377385 -0.9 -1.5 0.5
H -0.407894 -0.841177 3.413422 -1.0 -0.5 1.1



Record 8
20
Properties=species:S:1:pos:R:3:forces:R:3 method="wB97M-V/def2-TZVPD" multiplicity=1 gap_ha="0.24522 / 0.24599"
C -0.945092 -1.559153 -0.347275 -0.3 -0.6 0.8
Ce 1.082440 -0.057442 0.464509 0.3 3.6 -2.8
H 0.547518 -3.265902 -0.255607 -0.1 0.6 0.2
C 0.168869 -2.074027 1.633774 -1.2 -0.1 0.0
C -0.737732 -0.972855 1.904481 -0.4 -1.5 -1.1
H 1.289549 0.290434 -2.475186 0.1 0.1 0.0
H 0.842673 -2.530955 2.371342 -0.3 0.2 -0.5
Br 3.292248 0.810747 1.662046 0.8 0.3 0.5
H -0.230504 2.045098 -2.537921 -0.1 -0.2 0.2
N 1.091706 0.689742 -1.565088 0.4 -0.6 -0.1
H -2.216240 0.078863 0.542830 0.5 -0.4 0.1
H -0.891096 -0.477607 2.864436 0.1 -0.1 -0.3
C -1.429481 -0.669521 0.665467 0.1 -0.9 0.5
C -0.411600 2.105750 -0.373256 0.0 -1.2 1.8
H -0.101556 2.859131 0.370372 -0.3 0.0 -0.6
H -1.497189 1.978798 -0.478686 0.5 0.2 0.2
H -1.355792 -1.658712 -1.365790 0.5 0.3 0.7
H 1.070857 2.846448 -1.690992 0.1 -0.5 -0.2
C 0.050793 -2.419851 0.237320 -1.0 0.2 0.9
C 0.379631 1.981015 -1.626774 0.6 0.7 -0.2



Energy relative to the best compared isomer or geometry (same formula, charge and spin), record by record: 239.7 277.6 477.9 294.2 341.5 0.0 474.7 0.0 kJ/mol